[1]
Molecular formula: C2H7N3S2
Method: DFT, the ωB97M-V functional and the def2-TZVPD basis

Positions of all 14 atoms, in Å:
C1 -1.95 -0.19 1.13
S1 -1.39 -0.62 -0.51
C2 0.12 0.18 -0.44
N1 1.19 -0.50 -0.77
N2 1.09 -1.71 -1.20
N3 0.27 1.52 -0.08
S2 1.85 2.09 0.48
H1 -3.16 0.31 1.12
H2 -1.22 0.82 1.35
H3 -1.74 -1.19 1.80
H4 0.38 -2.25 -0.60
H5 2.04 -2.10 -1.22
H6 -0.32 2.14 -0.67
H7 2.85 1.51 -0.39

## Properties
LUMO level, eV: 0.6
Total energy, Ha: -1040.91066
2S+1: 1
SMILES string: CS/C(=N\N)NS
Energy above the lowest of the compared OMol25 structures with the same formula, charge and spin, kcal per mole: 69.9


[2]
Molecular formula: C2H7N4
Method: DFT, the ωB97M-V functional and the def2-TZVPD basis

Positions of all 13 atoms, in Å:
N1 0.59 2.82 -1.23
C1 0.18 1.93 -0.55
N2 -0.62 1.09 -0.12
C2 -0.72 0.03 0.81
N3 0.43 -0.97 0.46
N4 0.24 -2.05 -0.44
H1 1.43 3.32 -1.48
H2 -0.83 0.31 1.83
H3 -1.77 -0.39 0.61
H4 1.14 -0.31 0.19
H5 0.43 -1.38 1.38
H6 0.04 -1.78 -1.38
H7 -0.54 -2.62 -0.08

## Properties
LUMO level, eV: -3.7
Total energy, Ha: -299.07009
Charge: +1
2S+1: 1
SMILES string: N=C=NC[NH2+]N
Energy above the lowest of the compared OMol25 structures with the same formula, charge and spin, kcal per mole: 95.4


[3]
Molecular formula: C2H7N4
Method: DFT, the ωB97M-V functional and the def2-TZVPD basis

Positions of all 13 atoms, in Å:
C1 0.52 0.21 -0.68
C2 0.57 0.09 0.80
N1 -0.39 -0.48 -1.22
N2 -0.42 -0.87 0.99
N3 1.25 0.99 -1.45
N4 -1.01 -1.18 -0.27
H1 1.61 -0.44 1.02
H2 0.52 1.08 1.38
H3 -0.48 -1.65 1.74
H4 1.92 1.64 -1.08
H5 1.13 1.08 -2.38
H6 -2.72 -0.28 0.16
H7 -1.39 -2.17 -0.28

## Properties
LUMO level (spin up / spin down), eV: -6.0 / -4.4
Total energy, Ha: -298.97497
Charge: +1
2S+1: 1
Energy above the lowest of the compared OMol25 structures with the same formula, charge and spin, kcal per mole: 155.0


[4]
Molecular formula: C2H7N4
Method: DFT, the ωB97M-V functional and the def2-TZVPD basis

Positions of all 13 atoms, in Å:
H1 0.06 -3.99 0.27
N1 -0.33 -2.99 0.19
N2 0.37 -2.02 0.21
N3 -0.58 -0.66 -0.19
C1 0.03 0.48 -0.17
C2 -0.59 1.83 -0.06
N4 1.30 0.46 -0.29
H2 -1.57 -0.70 0.02
H3 -1.66 1.72 0.17
H4 -0.52 2.55 -0.89
H5 -0.17 2.37 0.90
H6 1.84 1.34 -0.09
H7 1.81 -0.39 -0.07

## Properties
LUMO level, eV: -4.5
Total energy, Ha: -299.10330
Charge: +1
2S+1: 1
SMILES string: [H]/N=N/[NH+]=C(/C)N
Energy above the lowest of the compared OMol25 structures with the same formula, charge and spin, kcal per mole: 74.5


[5]
Molecular formula: C2H7N4
Method: DFT, the ωB97M-V functional and the def2-TZVPD basis

Positions of all 13 atoms, in Å:
C1 2.21 -0.73 0.58
C2 2.79 0.48 0.32
N1 1.19 -1.13 -0.05
N2 0.31 -1.37 -0.68
N3 2.19 1.31 -0.57
N4 -4.68 -0.17 0.02
H1 2.57 -1.61 1.18
H2 -4.67 -1.04 -0.47
H3 3.62 0.65 1.09
H4 2.46 2.30 -0.62
H5 -5.15 0.60 -0.33
H6 1.81 1.10 -1.47
H7 -4.65 -0.38 1.01

## Properties
LUMO level (spin up / spin down), eV: -4.7 / -8.5
Total energy, Ha: -298.97944
Charge: +1
<S²>: 2.011
2S+1: 3
Energy above the lowest of the compared OMol25 structures with the same formula, charge and spin, kcal per mole: 39.5


[6]
Molecular formula: C2H7N4O
Method: DFT, the ωB97M-V functional and the def2-TZVPD basis

Positions of all 14 atoms, in Å:
C1 -1.74 -1.43 0.00
C2 -1.79 -0.71 1.05
N1 1.42 -0.32 -0.65
N2 1.13 0.92 -0.55
N3 1.36 1.86 -1.37
N4 -1.24 -0.05 1.94
O1 1.08 -1.11 0.24
H1 -2.47 -2.00 -0.57
H2 2.10 -0.70 -1.39
H3 1.01 2.77 -1.17
H4 2.08 1.87 -2.11
H5 -1.37 -0.22 3.00
H6 -0.89 0.91 1.59
H7 -0.67 -1.79 -0.02

## Properties
LUMO level, eV: -4.4
Total energy, Ha: -374.19875
Charge: +1
2S+1: 1
Energy above the lowest of the compared OMol25 structures with the same formula, charge and spin, kcal per mole: 157.4


[7]
Molecular formula: C2H7N4O2S
Method: DFT, the ωB97M-V functional and the def2-TZVPD basis

Positions of all 16 atoms, in Å:
C1 0.41 -0.66 0.17
C2 -2.56 0.81 -0.13
N1 0.29 -0.92 -1.13
N2 -2.00 1.91 -0.57
N3 1.65 -0.85 0.64
N4 -0.59 -0.18 0.85
O1 -3.58 0.75 0.70
O2 -2.43 -1.73 0.67
S1 -3.24 -0.83 -0.10
H1 -0.64 -0.84 -1.43
H2 0.94 -1.60 -1.55
H3 -2.05 2.95 -0.36
H4 -1.10 1.81 -1.23
H5 1.95 -0.51 1.63
H6 2.16 -1.46 0.12
H7 -0.65 -0.34 1.86

## Properties
LUMO level, eV: -4.8
Total energy, Ha: -847.74152
Charge: +1
2S+1: 1
Energy above the lowest of the compared OMol25 structures with the same formula, charge and spin, kcal per mole: 62.9


[8]
Molecular formula: C2H7N4S
Method: DFT, the ωB97M-V functional and the def2-TZVPD basis

Positions of all 14 atoms, in Å:
C1 1.01 0.46 -0.48
C2 3.83 -0.55 1.10
N1 1.83 0.10 0.26
N2 2.60 -0.29 1.17
N3 -3.16 0.23 -0.58
N4 -0.05 0.62 -1.25
S1 -3.86 -0.34 0.95
H1 4.26 -0.95 2.03
H2 4.45 -0.58 0.20
H3 -2.81 -0.93 1.29
H4 -3.34 -0.50 -1.20
H5 -3.79 1.02 -0.68
H6 -0.05 1.11 -2.14
H7 -0.91 0.61 -0.66

## Properties
LUMO level, eV: -4.5
Total energy, Ha: -697.22949
Charge: +1
2S+1: 1
Energy above the lowest of the compared OMol25 structures with the same formula, charge and spin, kcal per mole: 73.1


[9]
Molecular formula: C2H7N4S
Method: DFT, the ωB97M-V functional and the def2-TZVPD basis

Positions of all 14 atoms, in Å:
C1 -0.20 0.98 1.97
C2 -0.32 -1.22 -3.04
N1 0.09 2.01 4.09
N2 -0.27 1.34 3.10
N3 0.85 -0.95 -0.96
N4 0.10 -1.69 -1.75
S1 -0.27 0.69 0.40
H1 -1.46 -1.61 -3.27
H2 -0.37 -0.09 -2.97
H3 0.42 -1.56 -3.80
H4 -0.44 2.06 4.94
H5 1.29 -0.21 -1.56
H6 -0.22 -2.52 -1.24
H7 0.79 2.78 4.08

## Properties
LUMO level (spin up / spin down), eV: -5.4 / -5.4
Total energy, Ha: -697.20125
Charge: +1
2S+1: 1
Energy above the lowest of the compared OMol25 structures with the same formula, charge and spin, kcal per mole: 90.8


[10]
Molecular formula: C2H7N4S
Method: DFT, the ωB97M-V functional and the def2-TZVPD basis

Positions of all 14 atoms, in Å:
C1 -1.24 -0.52 -0.07
C2 0.72 0.29 1.36
N1 -0.48 0.35 -0.80
N2 -2.36 -1.01 -0.57
N3 1.85 0.40 -0.71
N4 0.66 0.74 -0.18
S1 -0.72 -0.81 1.65
H1 1.73 -0.18 1.54
H2 0.58 1.25 1.92
H3 -2.57 -0.92 -1.55
H4 -2.74 -1.80 -0.03
H5 2.42 1.04 -1.30
H6 1.53 -0.54 -1.15
H7 0.63 1.71 -0.09

## Properties
LUMO level (spin up / spin down), eV: -3.3 / -7.3
Total energy, Ha: -697.10846
Charge: +1
<S²>: 2.008
2S+1: 3
Energy above the lowest of the compared OMol25 structures with the same formula, charge and spin, kcal per mole: 80.7


[11]
Molecular formula: C2H7N5
Method: DFT, the ωB97M-V functional and the def2-TZVPD basis

Positions of all 14 atoms, in Å:
N1 -2.03 -0.57 -0.31
N2 -0.90 -0.17 0.34
C1 -0.66 1.19 0.46
C2 0.56 1.57 0.11
N3 1.34 0.50 -0.39
N4 0.56 -0.69 -0.40
N5 1.01 -1.63 0.51
H1 -2.13 -0.25 -1.27
H2 -2.13 -1.57 -0.24
H3 -1.44 1.80 0.88
H4 1.02 2.53 0.20
H5 1.70 0.69 -1.33
H6 1.36 -1.22 1.37
H7 1.74 -2.18 0.07

## Properties
LUMO level, eV: 1.2
Total energy, Ha: -354.03212
2S+1: 1
SMILES string: NN1C=CNN1N
Energy above the lowest of the compared OMol25 structures with the same formula, charge and spin, kcal per mole: 99.9


[12]
Molecular formula: C2H7N5
Method: DFT, the ωB97M-V functional and the def2-TZVPD basis

Positions of all 14 atoms, in Å:
C1 1.92 0.77 -0.64
C2 0.93 0.22 0.38
N1 -2.31 0.59 0.04
N2 -1.20 0.88 -0.33
N3 -2.70 -0.61 0.17
N4 -0.96 -1.41 -0.14
N5 -0.37 -0.20 -0.32
H1 2.03 -0.07 -1.36
H2 1.70 1.66 -1.14
H3 3.03 0.87 -0.21
H4 1.25 -0.79 0.85
H5 0.83 0.84 1.21
H6 -3.48 -0.81 0.82
H7 -0.67 -1.93 0.66

## Properties
LUMO level (spin up / spin down), eV: 0.5 / 0.5
Total energy, Ha: -353.96607
2S+1: 1
Energy above the lowest of the compared OMol25 structures with the same formula, charge and spin, kcal per mole: 141.4